No. 1
ORCA calculation (the ωB97M-V functional and the def2-TZVPD basis) on C8H17NO2Si in the gas phase.

Last column: natural (NBO) charge in e.
Cartesian coordinates (Å):
N -0.25 3.55 1.61  -0.325
C -0.59 3.05 0.63  0.295
O 0.15 -2.29 1.00  -0.901
O 1.00 -0.66 -0.94  -0.914
C -0.62 -3.15 0.22  -0.237
C 2.11 -1.49 -1.14  -0.236
C 0.02 2.17 -1.53  -0.597
C -1.87 1.01 -0.34  -0.360
C -1.08 2.35 -0.51  -0.358
C 1.48 -0.07 1.90  -1.144
C -1.36 0.19 0.79  -0.958
Si 0.26 -0.67 0.57  2.123
H -1.21 -3.80 0.85  0.180
H 0.06 -3.83 -0.27  0.173
H -1.21 -2.56 -0.47  0.158
H 1.76 -2.52 -1.32  0.172
H 2.78 -1.45 -0.27  0.174
H 2.60 -1.11 -2.03  0.185
H 0.54 3.07 -1.79  0.218
H -0.36 1.74 -2.45  0.213
H 0.78 1.48 -1.23  0.237
H -1.82 0.43 -1.25  0.214
H -2.96 1.23 -0.22  0.210
H -1.85 3.00 -0.96  0.249
H 1.52 0.98 1.83  0.235
H 1.11 -0.36 2.89  0.246
H 2.45 -0.48 1.74  0.232
H -1.33 0.80 1.70  0.259
H -2.11 -0.62 1.01  0.256

## Properties
HOMO-LUMO gap, eV: 10.7
HOMO energy, Ha: -0.3676
SMILES string: CO[Si](C)(CC[C@H](C)C#N)OC
2S+1: 1
LUMO level, eV: 0.7
Energy above the lowest of the compared OMol25 structures with the same formula, charge and spin, kJ/mol: 0.00

No. 2
ORCA calculation (the ωB97M-V functional and the def2-TZVPD basis) on a molecular structure, C19H38AsN2SSe2Si2Te3Zr.

Last column: natural (NBO) charge in e.
Cartesian coordinates (Å):
Zr 0.01 2.01 0.47  0.529
Se -0.49 3.25 2.72  -0.379
Te -0.13 5.21 1.13  0.319
Te -1.73 4.21 -0.80  0.305
Se -0.28 2.59 -2.06  -0.364
C -4.44 0.52 1.01  -0.632
Te -2.67 0.38 -0.19  0.655
C -3.88 1.35 -1.66  -0.650
C -5.27 0.89 -1.33  0.030
C -6.29 0.89 -2.28  -0.223
C -7.57 0.48 -1.94  -0.194
C -7.85 0.08 -0.64  -0.196
C -6.84 0.08 0.32  -0.184
C -5.55 0.48 -0.02  -0.089
H -4.45 1.45 1.58  0.239
H -4.48 -0.33 1.69  0.241
H -3.53 1.05 -2.64  0.245
H -3.80 2.43 -1.56  0.217
H -6.07 1.20 -3.30  0.218
H -8.35 0.48 -2.69  0.225
H -8.84 -0.24 -0.37  0.225
H -7.06 -0.24 1.33  0.218
C 4.65 -0.12 1.24  -0.412
N 4.15 1.25 1.29  -0.413
C 3.84 1.72 2.64  -0.407
C 3.65 1.87 0.22  0.447
S 2.44 3.11 0.40  -0.234
N 4.17 1.64 -0.99  -0.412
C 5.54 1.16 -1.18  -0.408
C 3.41 1.93 -2.21  -0.414
H 4.36 -0.59 0.31  0.225
H 5.73 -0.17 1.37  0.212
H 4.18 -0.68 2.05  0.219
H 4.62 1.36 3.31  0.217
H 2.87 1.34 2.97  0.209
H 3.81 2.81 2.67  0.238
H 6.13 1.37 -0.29  0.220
H 5.98 1.71 -2.01  0.222
H 5.60 0.10 -1.41  0.208
H 2.75 1.10 -2.45  0.208
H 4.11 2.08 -3.03  0.217
H 2.82 2.83 -2.07  0.247
C 1.60 -2.83 2.57  -1.127
Si 0.36 -1.49 2.15  1.476
C 0.20 -0.28 3.57  -1.123
C -1.34 -2.27 1.98  -1.135
As 1.11 -0.37 0.20  -0.739
Si 0.91 -1.88 -1.60  1.502
C 2.49 -2.88 -1.59  -1.129
C 0.80 -0.90 -3.19  -1.129
C -0.55 -3.04 -1.47  -1.136
H 1.34 -3.28 3.53  0.249
H 2.62 -2.44 2.65  0.235
H 1.60 -3.62 1.82  0.244
H -0.03 -0.85 4.48  0.258
H -0.63 0.41 3.42  0.236
H 1.10 0.31 3.78  0.239
H -1.44 -3.04 2.75  0.253
H -1.54 -2.74 1.01  0.251
H -2.13 -1.54 2.17  0.227
H 3.33 -2.29 -1.98  0.235
H 2.38 -3.76 -2.22  0.251
H 2.76 -3.22 -0.59  0.243
H 1.78 -0.55 -3.53  0.237
H 0.13 -0.04 -3.11  0.241
H 0.40 -1.55 -3.98  0.254
H -0.41 -3.79 -0.68  0.243
H -0.61 -3.58 -2.42  0.251
H -1.50 -2.53 -1.31  0.249

## Properties
Net charge: +1
HOMO-LUMO gap, eV: 6.4
HOMO energy, Ha: -0.3749
2S+1: 1
LUMO level, eV: -3.8
Energy above the lowest of the compared OMol25 structures with the same formula, charge and spin, kJ/mol: 67.91

No. 3
ORCA calculation (the ωB97M-V functional and the def2-TZVPD basis) on a gas-phase ion, C5H5FN (charge +1).

Last column: natural (NBO) charge in e.
Cartesian coordinates (Å):
C 0.43 -0.95 0.52  -0.487
C -0.33 1.24 -0.72  -0.140
C 0.55 0.34 -0.28  0.131
C -2.39 0.21 0.10  0.947
C 1.81 -0.29 -0.04  -0.416
N -1.57 0.94 -0.27  -0.235
F -3.41 -0.37 0.57  -0.148
H 0.06 -0.81 1.51  0.237
H -0.39 2.13 -1.24  0.266
H 0.35 -1.96 0.15  0.270
H 2.51 0.41 0.61  0.279
H 2.37 -0.90 -0.91  0.298

## Properties
Net charge: +1
HOMO-LUMO gap, eV: 9.7
HOMO energy, Ha: -0.5439
SMILES string: FC#[N+]C=C1CC1
2S+1: 1
LUMO level, eV: -5.1
Energy above the lowest of the compared OMol25 structures with the same formula, charge and spin, kJ/mol: 568.26

No. 4
ORCA calculation (the ωB97M-V functional and the def2-TZVPD basis) on a gas-phase ion, C2H8N3S (charge +1).

Last column: natural (NBO) charge in e.
Cartesian coordinates (Å):
C -0.64 -0.86 -0.11  -0.171
C -0.16 1.60 0.46  -0.438
N 1.34 -0.24 0.47  -0.361
N 2.28 -0.94 -0.23  -0.623
N -1.09 0.48 -0.29  -0.537
S 1.47 1.38 -0.10  0.557
H -0.38 -1.47 -0.99  0.228
H -1.05 -1.29 0.74  0.218
H -0.48 2.59 0.14  0.259
H -0.27 1.32 1.54  0.259
H 2.18 -1.24 -1.21  0.364
H 2.43 -1.81 0.27  0.376
H -0.93 0.78 -1.26  0.440
H -1.99 0.61 -0.02  0.430

## Properties
Net charge: +1
HOMO-LUMO gap (alpha / beta), eV: 8.4 / 8.4
HOMO energy (alpha / beta), Ha: -0.4736 / -0.4736
2S+1: 1
LUMO level (alpha / beta), eV: -4.5 / -4.5
Energy above the lowest of the compared OMol25 structures with the same formula, charge and spin, kJ/mol: 395.37

No. 5
ORCA calculation (the ωB97M-V functional and the def2-TZVPD basis) on a molecular structure, C24H66Cu2N6O10S.

Last column: Löwdin charge in e.
Cartesian coordinates (Å):
Cu -1.16 1.37 2.92  0.526
Cu 0.69 -0.54 -2.23  0.110
S -0.52 0.55 0.19  0.255
O 0.43 1.39 -0.54  -0.380
O 0.19 -0.06 1.31  -0.369
O -1.52 1.40 0.80  -0.357
O -0.96 -0.46 -0.81  -0.458
C -2.46 -4.70 0.96  -0.083
C -2.25 -3.56 0.07  -0.505
C -3.40 -2.56 0.24  -0.179
O -4.67 -3.26 0.21  -0.195
C -5.72 -2.32 -0.09  -0.084
N -0.99 -2.95 0.25  0.073
H -1.74 -5.47 0.70  0.079
H -3.42 -5.20 0.89  0.076
H -2.25 -4.44 1.99  0.077
H -2.33 -3.91 -0.96  0.145
H -3.19 -1.79 -0.51  0.105
H -3.26 -2.18 1.25  0.129
H -5.39 -1.29 0.04  0.078
H -6.50 -2.48 0.67  0.076
H -6.07 -2.55 -1.10  0.074
H -0.97 -2.20 -0.42  0.021
H -0.94 -2.46 1.13  0.051
C -1.58 4.65 -1.27  -0.052
C -0.48 4.25 -2.31  -0.414
C -0.12 5.32 -3.36  -0.232
O 0.49 4.85 -4.50  -0.185
C 1.38 5.71 -5.18  -0.105
N 0.60 3.81 -1.49  0.030
H -2.50 4.80 -1.83  0.058
H -1.25 5.61 -0.86  0.072
H -1.94 3.90 -0.56  0.064
H -0.77 3.35 -2.86  0.131
H 0.51 6.09 -2.91  0.118
H -0.95 5.96 -3.65  0.119
H 0.71 6.53 -5.40  0.080
H 1.70 5.18 -6.08  0.090
H 2.24 6.14 -4.67  0.084
H 0.55 2.91 -1.03  -0.007
H 1.22 3.59 -2.25  0.075
C -4.74 1.24 -3.70  -0.073
C -4.06 0.19 -2.93  -0.491
C -4.26 -1.18 -3.55  -0.175
O -5.68 -1.56 -3.60  -0.207
C -5.80 -2.89 -4.19  -0.103
N -2.63 0.42 -2.82  0.070
H -4.51 2.26 -3.36  0.079
H -5.81 1.05 -3.62  0.079
H -4.46 1.11 -4.74  0.086
H -4.45 0.30 -1.92  0.129
H -3.76 -1.97 -3.01  0.111
H -3.74 -1.17 -4.51  0.125
H -5.34 -3.59 -3.49  0.076
H -5.45 -3.01 -5.22  0.083
H -6.85 -3.16 -4.11  0.076
H -2.48 1.41 -2.71  0.061
H -2.25 -0.03 -2.00  0.011
C 0.50 -3.33 3.88  -0.045
C 1.41 -2.07 4.04  -0.374
C 2.57 -1.92 3.01  -0.146
O 3.51 -3.01 3.17  -0.197
C 4.46 -2.84 4.18  -0.139
N 0.51 -0.96 3.80  0.023
H 0.07 -3.40 2.88  0.050
H -0.43 -3.30 4.45  0.068
H 1.08 -4.24 4.04  0.066
H 1.66 -1.85 5.08  0.127
H 3.07 -0.98 3.25  0.119
H 2.24 -1.78 1.98  0.099
H 4.61 -3.80 4.66  0.086
H 4.24 -2.09 4.94  0.080
H 5.41 -2.51 3.76  0.079
H 0.88 -0.09 4.15  0.020
H 0.45 -0.62 2.85  -0.009
C 2.14 3.92 1.64  -0.064
C 1.22 2.96 2.32  -0.423
C 1.37 2.87 3.86  -0.242
O 0.90 1.76 4.45  -0.258
C 0.93 1.77 5.90  -0.037
N -0.09 3.39 2.00  0.068
H 2.00 3.93 0.56  0.064
H 3.17 3.64 1.85  0.079
H 2.10 4.97 1.94  0.086
H 1.46 1.95 1.99  0.135
H 0.86 3.71 4.34  0.128
H 2.40 2.87 4.23  0.127
H 1.74 2.43 6.20  0.085
H 1.21 0.78 6.25  0.093
H -0.01 2.19 6.26  0.098
H -0.41 2.78 1.27  0.008
H -0.02 4.20 1.40  0.078
C 4.13 -0.38 -1.94  -0.089
C 3.82 -1.68 -1.27  -0.432
C 4.84 -2.02 -0.15  -0.155
O 6.09 -2.44 -0.75  -0.197
C 6.20 -3.73 -1.23  -0.150
N 2.47 -1.66 -0.74  0.054
H 4.25 0.46 -1.27  0.075
H 3.35 0.01 -2.59  0.028
H 5.10 -0.54 -2.41  0.079
H 4.08 -2.38 -2.06  0.124
H 4.55 -2.69 0.66  0.110
H 5.07 -1.09 0.37  0.119
H 7.10 -3.66 -1.84  0.083
H 5.49 -4.10 -1.98  0.083
H 6.43 -4.47 -0.46  0.082
H 2.28 -0.89 -0.12  0.056
H 2.37 -2.44 -0.10  0.070

## Properties
Net charge: -1
HOMO-LUMO gap (alpha / beta), eV: 2.9 / 6.2
HOMO energy (alpha / beta), Ha: -0.0476 / -0.1702
2S+1: 2
⟨S²⟩: 0.752
LUMO level (alpha / beta), eV: 1.6 / 1.6

No. 6
ORCA calculation (the ωB97M-V functional and the def2-TZVPD basis) on C10H9N in the gas phase.

Last column: natural (NBO) charge in e.
Cartesian coordinates (Å):
C -2.68 0.26 0.53  0.076
C -1.48 0.08 0.99  0.165
C -2.79 0.42 -0.85  -0.327
C 1.04 -0.02 -0.77  -0.208
C 1.47 -0.18 0.53  -0.265
C -0.23 0.16 -1.35  -0.123
C -1.44 0.25 -0.75  0.154
C 0.74 -0.24 1.72  0.162
C -0.27 0.28 -2.86  -0.595
C 1.43 -0.48 3.03  -0.630
N -0.57 -0.11 1.79  -0.380
H -3.59 0.58 -1.53  0.251
H 1.83 -0.02 -1.51  0.206
H 2.54 -0.29 0.65  0.207
H 0.23 1.20 -3.18  0.217
H -1.30 0.30 -3.22  0.214
H 0.24 -0.56 -3.31  0.217
H 1.66 -1.54 3.15  0.217
H 0.79 -0.17 3.85  0.226
H 2.37 0.07 3.08  0.214

## Properties
HOMO-LUMO gap, eV: 7.1
HOMO energy, Ha: -0.2691
SMILES string: CC1=CC=C(C)C23C=C2C3=N1
2S+1: 1
LUMO level, eV: -0.2
Energy above the lowest of the compared OMol25 structures with the same formula, charge and spin, kJ/mol: 631.37

No. 7
ORCA calculation (the ωB97M-V functional and the def2-TZVPD basis) on a molecular structure, C3H3BiO3.

Last column: natural (NBO) charge in e.
Cartesian coordinates (Å):
O -0.14 -0.43 -0.85  -0.448
Bi 2.49 2.54 -2.10  2.634
O 1.20 1.28 -1.40  -0.916
C 0.17 1.05 -0.74  0.981
O -0.58 1.70 -0.08  -0.346
C -0.20 -1.22 0.16  0.350
H -1.63 -0.15 1.44  0.258
H 0.47 -2.08 0.09  0.251
C -0.96 -1.00 1.33  -0.038
H -0.83 -1.70 2.15  0.274

## Properties
Net charge: +3
HOMO-LUMO gap (alpha / beta), eV: 4.3 / 5.4
HOMO energy (alpha / beta), Ha: -0.8427 / -0.8827
2S+1: 2
⟨S²⟩: 0.753
LUMO level (alpha / beta), eV: -18.6 / -18.6
Energy above the lowest of the compared OMol25 structures with the same formula, charge and spin, kJ/mol: 70.42

No. 8
ORCA calculation (the ωB97M-V functional and the def2-TZVPD basis) on a molecular structure, C32H22BrF4IN2O2PPd.

Last column: natural (NBO) charge in e.
Cartesian coordinates (Å):
Pd 1.47 -0.93 -1.10  0.514
C -0.05 3.36 -2.43  -0.647
C 0.44 3.33 -1.01  0.183
N 0.34 4.44 -0.32  -0.383
C 0.78 4.43 0.96  -0.018
C 1.33 3.34 1.57  -0.053
C 1.79 3.48 3.01  -0.096
O 3.18 3.21 3.19  -0.720
C 1.42 2.12 0.85  -0.139
C 1.99 0.97 1.54  0.162
N 1.93 -0.22 1.09  -0.572
C 2.68 -1.20 1.79  0.180
C 2.37 -1.61 3.08  -0.263
C 3.12 -2.60 3.69  -0.165
C 4.18 -3.20 3.03  -0.206
C 4.51 -2.79 1.74  -0.221
C 3.75 -1.81 1.14  -0.207
I 4.20 -1.13 -0.79  0.287
C 0.96 2.11 -0.47  0.330
O 0.91 1.08 -1.31  -0.769
H -0.53 4.31 -2.62  0.239
H -0.75 2.55 -2.64  0.214
H 0.79 3.23 -3.12  0.230
H 0.69 5.38 1.49  0.199
H 1.27 2.78 3.66  0.186
H 1.54 4.48 3.36  0.189
H 3.67 3.92 2.76  0.477
H 2.53 1.16 2.46  0.211
H 1.55 -1.14 3.60  0.228
H 2.88 -2.91 4.70  0.229
H 4.76 -3.98 3.50  0.234
H 5.34 -3.24 1.21  0.237
F -2.72 -6.38 -1.27  -0.256
C -2.28 -5.14 -1.21  0.307
C -3.12 -4.12 -0.79  0.332
F -4.37 -4.39 -0.47  -0.266
C -2.64 -2.82 -0.73  0.359
F -3.51 -1.88 -0.36  -0.287
C -1.33 -2.50 -1.05  -0.468
P -0.73 -0.77 -1.07  1.380
C -1.37 -0.02 0.41  -0.461
C -1.90 1.26 0.37  -0.167
C -2.35 1.86 1.54  -0.192
C -2.26 1.18 2.74  -0.167
C -1.73 -0.11 2.78  -0.229
C -1.28 -0.71 1.62  -0.117
C -1.44 -0.09 -2.56  -0.455
C -2.79 0.27 -2.58  -0.191
C -3.36 0.75 -3.75  -0.191
C -2.59 0.86 -4.90  -0.168
C -1.25 0.49 -4.89  -0.221
C -0.67 0.02 -3.72  -0.103
C -0.51 -3.55 -1.47  -0.124
Br 1.28 -3.22 -1.99  0.279
C -0.96 -4.85 -1.56  0.315
F -0.17 -5.83 -1.96  -0.273
H -1.97 1.80 -0.57  0.237
H -2.77 2.86 1.50  0.235
H -2.61 1.65 3.65  0.231
H -1.67 -0.64 3.72  0.229
H -0.86 -1.71 1.67  0.215
H -3.39 0.19 -1.69  0.233
H -4.40 1.03 -3.76  0.231
H -3.04 1.23 -5.81  0.232
H -0.65 0.58 -5.78  0.231
H 0.38 -0.24 -3.70  0.220

## Properties
Net charge: +1
HOMO-LUMO gap, eV: 6.4
HOMO energy, Ha: -0.3909
2S+1: 1
LUMO level, eV: -4.2
Energy above the lowest of the compared OMol25 structures with the same formula, charge and spin, kJ/mol: 115.11